{"formula": "C39H51BrCrN3O7P4S2Te", "method": "the ωB97M-V functional and the def2-TZVPD basis", "elements": ["Cr", "C", "P", "C", "C", "C", "C", "C", "C", "C", "P", "C", "C", "H", "H", "H", "H", "H", "H", "H", "H", "H", "H", "H", "H", "H", "H", "H", "H", "C", "O", "H", "H", "H", "H", "C", "C", "O", "P", "O", "Te", "O", "C", "C", "H", "H", "H", "H", "H", "H", "H", "H", "H", "H", "Br", "C", "C", "C", "C", "C", "C", "C", "O", "O", "H", "H", "H", "H", "C", "N", "C", "C", "C", "N", "C", "O", "N", "H", "H", "H", "H", "H", "H", "H", "S", "P", "S", "C", "C", "C", "C", "C", "C", "C", "C", "C", "C", "C", "C", "H", "H", "H", "H", "H", "H", "H", "H", "H", "H"], "positions_angstrom": [[0.411173, -0.058312, -0.145544], [-4.642309, -1.181634, -1.026584], [-2.824145, -1.470299, -1.090222], [-2.791000, -3.262840, -0.720221], [-2.551074, -1.402666, -2.907263], [-3.072369, -2.246466, -3.884324], [-2.879187, -1.973866, -5.230459], [-2.154764, -0.845377, -5.606891], [-1.615064, -0.005933, -4.643006], [-1.812416, -0.276498, -3.287659], [-1.124988, 0.764175, -1.916637], [-0.325705, 2.102579, -2.898297], [-2.537833, 1.701731, -1.221915], [-5.172216, -1.877360, -1.682255], [-4.881969, -0.160843, -1.326036], [-4.974415, -1.321358, 0.004900], [-3.580538, -3.799406, -1.254720], [-2.931636, -3.400724, 0.352796], [-1.820377, -3.671784, -1.000134], [-3.639798, -3.122977, -3.588804], [-3.291445, -2.632010, -5.985752], [-2.006868, -0.620416, -6.656049], [-1.039232, 0.847849, -4.967473], [-1.067229, 2.563054, -3.551968], [0.500956, 1.732383, -3.505093], [0.052621, 2.857593, -2.213198], [-3.421630, 1.553460, -1.843736], [-2.282548, 2.759228, -1.192841], [-2.744444, 1.344402, -0.211281], [2.964566, -0.838767, 1.924162], [1.605491, -0.695395, 1.516429], [2.992410, -1.408041, 2.853849], [3.446155, 0.128584, 2.049474], [3.472776, -1.402194, 1.147383], [1.090668, -0.226986, 2.207398], [4.848212, -3.150535, -0.789128], [3.510569, -3.850005, -0.816485], [2.483369, -2.846356, -0.777738], [0.959992, -3.261255, -0.471603], [0.234559, -1.928757, -0.813985], [0.640274, -4.383672, 1.534211], [0.573873, -4.142469, -1.758593], [0.554026, -5.587485, -1.806442], [-0.861160, -6.100067, -1.892152], [5.648880, -3.879834, -0.927331], [5.007476, -2.645562, 0.163279], [4.911987, -2.410327, -1.590172], [3.397199, -4.525426, 0.033224], [3.398743, -4.431985, -1.734902], [1.052431, -5.987705, -0.924862], [1.128329, -5.864161, -2.690567], [-1.388980, -5.912713, -0.957259], [-0.850819, -7.176056, -2.078172], [-1.400646, -5.611730, -2.706306], [-4.989890, -1.053609, 6.182615], [-3.379657, -1.324847, 5.211428], [-2.341155, -2.019965, 5.810459], [-1.162811, -2.197981, 5.098815], [-1.034569, -1.688146, 3.814675], [-2.093541, -1.016006, 3.221313], [-3.277598, -0.832337, 3.924530], [-2.013716, -0.513194, 1.795667], [-3.043676, -0.244449, 1.202676], [-0.800624, -0.367384, 1.361919], [-2.453043, -2.412332, 6.811839], [-0.343185, -2.743851, 5.549530], [-0.118723, -1.832485, 3.258142], [-4.095731, -0.306106, 3.453160], [5.190783, 2.175302, -1.572537], [4.134517, 1.292230, -2.061714], [4.075821, 0.894632, -3.345079], [3.085186, 0.101310, -3.774992], [2.063835, -0.263288, -2.838836], [2.054365, 0.178196, -1.560720], [3.161932, 0.904875, -1.114885], [3.348006, 1.233635, 0.033613], [1.073574, -1.015869, -3.289957], [5.856394, 2.405048, -2.400942], [5.743255, 1.691267, -0.771834], [4.756813, 3.092187, -1.180041], [4.878484, 1.226044, -3.991313], [3.048378, -0.253912, -4.793274], [1.130748, -1.384865, -4.222979], [0.472863, -1.496133, -2.614326], [0.315931, 1.272366, 3.702325], [0.190103, 2.683857, 2.373579], [0.435148, 2.205570, 0.367752], [1.432311, 3.987959, 2.619145], [1.183503, 4.979126, 3.566821], [2.106019, 5.993590, 3.771289], [3.283533, 6.021792, 3.033915], [3.543298, 5.023121, 2.106397], [2.622214, 4.004966, 1.896799], [-1.394246, 3.565909, 2.411742], [-2.315895, 3.260772, 3.402300], [-3.521140, 3.953644, 3.466910], [-3.801142, 4.944360, 2.540217], [-2.877819, 5.250230, 1.543469], [-1.676164, 4.566200, 1.479662], [0.268042, 4.956977, 4.146726], [1.903814, 6.765696, 4.502575], [3.998129, 6.820857, 3.186294], [4.467170, 5.038878, 1.541515], [2.825597, 3.218644, 1.179755], [-2.085303, 2.476110, 4.113337], [-4.237731, 3.715400, 4.242310], [-4.740677, 5.480282, 2.588698], [-3.098810, 6.023294, 0.818467], [-0.952860, 4.805658, 0.707968]], "atomic_forces_ev_per_a": [[-0.5, 0.0, 0.6], [0.0, -0.1, -0.1], [0.0, -0.2, -0.4], [0.0, 0.0, -0.1], [-0.2, 0.1, 0.0], [0.0, 0.0, -0.1], [0.1, 0.0, 0.1], [0.0, -0.1, 0.1], [-0.1, -0.1, 0.0], [0.0, -0.1, 0.2], [0.1, 0.4, -0.2], [0.0, -0.1, -0.1], [0.0, -0.1, 0.0], [0.0, 0.0, 0.0], [0.0, 0.0, 0.0], [0.1, 0.0, -0.1], [0.0, 0.0, 0.0], [0.0, 0.0, 0.0], [-0.1, 0.1, 0.1], [0.0, 0.0, 0.0], [0.0, 0.0, 0.0], [0.0, 0.0, 0.0], [0.0, 0.1, 0.0], [0.0, 0.1, 0.0], [0.0, 0.0, 0.0], [0.0, 0.0, 0.1], [0.0, 0.1, 0.0], [0.0, 0.0, 0.0], [0.0, 0.0, -0.1], [0.0, 0.0, 0.0], [0.1, 0.1, -0.4], [0.0, 0.0, 0.0], [0.0, 0.0, 0.1], [0.0, 0.0, 0.0], [0.1, 0.0, 0.1], [0.1, 0.0, 0.0], [0.0, 0.1, 0.0], [0.3, -0.1, 0.1], [-0.5, 0.8, -0.4], [0.6, -0.7, 0.4], [0.0, 0.0, 0.0], [-0.1, -0.3, -0.1], [0.1, 0.2, 0.0], [-0.1, 0.0, 0.0], [0.0, 0.0, 0.0], [0.0, 0.0, 0.0], [0.0, 0.0, 0.0], [0.0, 0.0, 0.1], [0.0, 0.0, 0.0], [0.0, 0.0, 0.1], [0.0, 0.0, 0.0], [0.0, 0.0, 0.0], [0.0, 0.0, 0.0], [0.0, 0.0, 0.0], [0.0, 0.0, 0.0], [0.0, 0.0, 0.0], [0.0, 0.1, 0.0], [0.0, 0.0, -0.1], [0.1, -0.1, 0.1], [0.0, -0.2, -0.2], [0.0, 0.0, -0.1], [0.8, 0.2, 0.6], [-0.4, 0.3, 0.2], [-0.6, -0.3, -0.7], [0.0, 0.0, 0.0], [0.0, 0.0, 0.0], [0.0, 0.0, 0.0], [0.0, 0.0, 0.0], [0.0, -0.1, 0.0], [-0.1, 0.2, 0.2], [0.2, 0.1, 0.0], [-0.2, -0.1, 0.0], [0.1, 0.2, 0.3], [0.5, 0.2, -0.3], [0.0, -0.2, -0.2], [-0.1, 0.0, 0.0], [-0.2, -0.4, 0.3], [0.0, 0.0, 0.0], [0.0, 0.0, 0.0], [0.0, 0.0, 0.0], [0.0, 0.0, 0.0], [0.0, 0.0, 0.0], [0.0, 0.0, 0.0], [0.1, 0.1, 0.0], [0.2, 0.0, 0.5], [0.3, 0.0, -0.4], [0.0, 0.0, -0.1], [0.0, 0.2, 0.0], [0.1, 0.0, 0.0], [0.0, 0.0, 0.0], [0.0, 0.0, 0.0], [0.0, 0.0, 0.0], [0.0, 0.0, 0.1], [0.0, 0.0, 0.1], [-0.1, 0.0, 0.0], [0.0, 0.0, 0.0], [0.0, 0.0, 0.0], [0.0, 0.0, 0.0], [0.0, 0.0, 0.0], [0.0, 0.0, 0.0], [0.0, 0.0, 0.0], [0.0, 0.0, 0.0], [0.0, 0.0, 0.0], [0.0, 0.0, 0.0], [0.0, 0.0, 0.0], [0.0, 0.0, 0.0], [0.0, 0.0, 0.0], [0.0, 0.0, 0.0], [0.0, 0.0, 0.0]], "mulliken_spin": [1.07, 0.00, 0.00, 0.00, 0.00, 0.00, 0.00, 0.00, 0.00, 0.00, -0.02, 0.00, -0.01, 0.00, 0.00, 0.00, 0.00, 0.00, 0.00, 0.00, 0.00, 0.00, 0.00, 0.00, 0.00, 0.00, 0.00, 0.00, 0.00, 0.00, 0.01, 0.00, 0.00, 0.00, 0.00, 0.00, 0.00, 0.01, 0.00, -0.02, 0.00, 0.00, 0.00, 0.00, 0.00, 0.00, 0.00, 0.00, 0.00, 0.00, 0.00, 0.00, 0.00, 0.00, 0.00, 0.00, 0.00, 0.00, 0.01, 0.00, 0.00, -0.01, 0.00, -0.01, 0.00, 0.00, 0.00, 0.00, 0.00, 0.00, 0.00, 0.00, 0.01, -0.02, 0.02, 0.00, 0.00, 0.00, 0.00, 0.00, 0.00, 0.00, 0.00, 0.01, 0.00, 0.01, -0.04, 0.00, 0.00, 0.00, 0.00, 0.00, 0.00, 0.00, 0.00, 0.00, 0.00, 0.00, 0.00, 0.00, 0.00, 0.00, 0.00, 0.00, 0.00, 0.00, 0.00, 0.00, 0.00], "e_lumo_ev": [-0.83, -0.37], "de_lowest_kj_mol": 22.9, "s_squared": 0.76, "spin_multiplicity": 2, "homo_energy_ev": [-7.3, -7.3]}